#A
13
Properties=species:S:1:pos:R:3 method="wB97M-V/def2-TZVPD" orbital_gap_ev=12.781 e_lumo_ev=-3.4 charge=+1
Li -0.13 -0.22 0.11
O -0.45 0.85 1.79
H 0.21 1.40 2.22
H -1.28 1.01 2.26
O -0.15 -2.10 -0.28
H -0.97 -2.57 -0.52
H 0.49 -2.80 -0.09
O -1.06 0.96 -1.34
H -1.69 0.52 -1.92
H -1.29 1.89 -1.36
O 1.79 0.21 -0.12
H 2.35 0.92 0.21
H 2.19 -0.07 -0.95

---

#B
13
Properties=species:S:1:pos:R:3 method="wB97M-V/def2-TZVPD" orbital_gap_ev=11.113 e_lumo_ev=-4.0 charge=+1
Li 0.09 -0.50 0.22
O -2.05 1.41 -1.22
H -1.93 2.08 -1.89
H -2.90 1.61 -0.82
O 2.35 1.93 0.65
H 2.46 2.51 -0.11
H 3.16 2.03 1.15
O -2.21 -1.25 2.45
H -2.77 -0.61 2.90
H -2.75 -2.03 2.40
O 2.13 -2.19 -1.58
H 2.34 -3.12 -1.67
H 2.08 -1.87 -2.48

---

Structures ranked by computed energy, the most stable listed first: #A, #B.

---

#A
68
Properties=species:S:1:pos:R:3 method="wB97M-V/def2-TZVPD" orbital_gap_ev="7.691 / 7.469" e_lumo_ev="0.2 / -0.8" s_squared=2.010 multiplicity=3
Pd -0.17 0.17 -0.30
N 2.70 -1.68 0.77
C 1.50 -2.34 1.04
C 1.59 -3.72 1.27
C 0.43 -4.42 1.53
C -0.78 -3.74 1.55
C -0.76 -2.39 1.33
N 0.36 -1.68 1.11
C 2.97 -0.48 0.10
C 4.18 -0.42 -0.61
C 4.51 0.73 -1.27
C 3.64 1.82 -1.21
C 2.49 1.67 -0.48
N 2.14 0.55 0.18
H 3.47 -2.32 0.69
H 2.54 -4.22 1.22
H 0.48 -5.49 1.69
H -1.72 -4.25 1.72
H -1.68 -1.82 1.31
H 4.82 -1.29 -0.65
H 5.43 0.79 -1.84
H 3.83 2.74 -1.74
H 1.78 2.49 -0.41
C -1.85 1.57 3.91
S -0.97 0.61 2.69
O -1.66 0.93 1.36
C 0.50 1.61 2.74
C 0.52 2.82 2.06
C 1.66 3.61 2.13
C 2.75 3.19 2.88
C 2.72 1.98 3.56
C 1.58 1.18 3.49
H -1.87 2.61 3.59
H -1.31 1.47 4.86
H -2.85 1.17 4.00
H -0.34 3.11 1.47
H 1.69 4.56 1.60
H 3.64 3.81 2.93
H 3.57 1.66 4.13
H 1.55 0.22 4.00
O 0.84 -0.32 -2.30
S -0.37 -1.24 -2.54
O -0.54 -1.54 -3.93
O -1.56 -0.35 -2.03
O -0.26 -2.39 -1.65
Te -0.67 1.97 -2.32
C -2.66 2.51 -1.95
C -3.07 3.02 -0.72
C -4.41 3.35 -0.52
C -5.33 3.16 -1.54
C -4.92 2.64 -2.76
C -3.59 2.31 -2.96
C -0.04 4.02 -2.21
C -0.10 4.81 -1.06
C 0.26 6.15 -1.11
C 0.70 6.72 -2.30
C 0.77 5.94 -3.44
C 0.41 4.59 -3.39
H -2.37 3.14 0.09
H -4.73 3.75 0.43
H -6.37 3.42 -1.39
H -5.64 2.47 -3.55
H -3.27 1.88 -3.91
H -0.45 4.40 -0.13
H 0.20 6.76 -0.21
H 0.98 7.76 -2.34
H 1.11 6.37 -4.38
H 0.46 4.00 -4.30

---

#B
68
Properties=species:S:1:pos:R:3 method="wB97M-V/def2-TZVPD" orbital_gap_ev="7.606 / 6.741" e_lumo_ev="0.2 / -1.1" s_squared=2.010 multiplicity=3
Pd -0.32 0.48 -1.77
N -1.61 -2.55 -2.06
C -2.49 -1.50 -2.29
C -3.80 -1.63 -1.81
C -4.69 -0.61 -2.06
C -4.28 0.50 -2.77
C -2.97 0.55 -3.20
N -2.08 -0.44 -2.98
C -0.22 -2.62 -2.09
C 0.37 -3.89 -2.05
C 1.74 -3.99 -2.03
C 2.51 -2.83 -2.07
C 1.85 -1.62 -2.11
N 0.51 -1.51 -2.10
H -2.06 -3.42 -1.83
H -4.08 -2.49 -1.22
H -5.71 -0.68 -1.68
H -4.94 1.33 -2.97
H -2.58 1.42 -3.72
H -0.26 -4.78 -2.03
H 2.21 -4.96 -1.99
H 3.59 -2.86 -2.07
H 2.37 -0.67 -2.13
C 2.13 3.83 -0.71
S 2.77 2.16 -0.90
O 2.09 1.56 -2.09
C 4.40 2.66 -1.49
C 4.67 2.61 -2.85
C 5.93 2.98 -3.30
C 6.91 3.38 -2.40
C 6.63 3.41 -1.04
C 5.37 3.04 -0.58
H 2.09 4.28 -1.70
H 2.79 4.38 -0.05
H 1.13 3.75 -0.28
H 3.89 2.28 -3.53
H 6.16 2.95 -4.36
H 7.89 3.66 -2.76
H 7.39 3.72 -0.34
H 5.15 3.05 0.48
O -1.13 3.50 0.99
S -1.05 2.28 0.24
O 0.21 1.51 0.49
O -1.12 2.50 -1.23
O -2.18 1.33 0.62
Te -1.05 -0.77 1.20
C -2.55 -2.03 1.98
C -2.63 -3.32 1.45
C -3.62 -4.19 1.87
C -4.55 -3.77 2.82
C -4.48 -2.49 3.34
C -3.48 -1.62 2.93
C -0.63 0.13 3.05
C 0.36 -0.44 3.84
C 0.64 0.09 5.09
C -0.08 1.18 5.55
C -1.06 1.76 4.76
C -1.35 1.24 3.50
H -1.89 -3.66 0.73
H -3.66 -5.20 1.47
H -5.33 -4.45 3.15
H -5.20 -2.17 4.08
H -3.43 -0.62 3.34
H 0.92 -1.30 3.48
H 1.41 -0.35 5.70
H 0.14 1.60 6.53
H -1.61 2.62 5.11
H -2.08 1.70 2.86

---

Structures ranked by computed energy, the most stable listed first: #B, #A.